C29H30F5N2O7S2Ti as an isolated structure in a non-equilibrium geometry, computed with the ωB97M-V functional and the def2-TZVPD basis.

Values from the calculation:
strongest force on any atom = 2.787 eV Å⁻¹
charge = -1
ΔE to the lowest compared entry with this formula, charge and spin = 32.4 kcal/mol
HOMO (alpha / beta) = -2.4286 / -5.0058 eV
2S+1 = 3
orbital gap (alpha / beta) = 0.16585 / 0.26042 Eh

Element x y z (Å)
Ti -0.02 -0.41 0.83
N -2.27 2.02 2.28
C -2.11 1.05 3.36
C -0.63 0.74 3.68
O -0.22 1.05 4.81
N 0.09 0.08 2.75
C 1.45 -0.24 3.18
C 2.41 0.11 2.03
O 3.51 0.61 2.22
O 1.92 -0.15 0.86
H -2.06 2.95 2.63
H -3.22 2.02 1.95
H -2.60 0.12 3.08
H -2.55 1.42 4.29
H 1.55 -1.32 3.36
H 1.71 0.30 4.08
O 0.12 -0.66 -1.33
S 0.95 -0.47 -2.56
C 2.20 0.79 -2.08
C 1.59 2.18 -2.26
C 2.28 3.26 -1.42
C 2.25 3.03 0.09
S 0.58 2.74 0.85
O 0.04 1.51 0.19
C -0.28 4.05 -0.01
C -1.44 3.73 -0.72
C -2.19 4.73 -1.31
C -1.80 6.06 -1.19
C -0.65 6.38 -0.47
C 0.10 5.39 0.13
C 2.07 -1.86 -2.65
C 2.63 -2.38 -1.49
C 3.43 -3.50 -1.58
C 3.67 -4.09 -2.81
C 3.11 -3.57 -3.97
C 2.30 -2.44 -3.89
H 3.09 0.65 -2.69
H 2.40 0.56 -1.03
H 0.54 2.14 -1.98
H 1.64 2.47 -3.32
H 1.82 4.22 -1.65
H 3.34 3.33 -1.72
H 2.64 3.90 0.62
H 2.83 2.16 0.40
H -1.72 2.69 -0.78
H -3.08 4.48 -1.86
H -2.38 6.85 -1.66
H -0.34 7.42 -0.38
H 0.99 5.63 0.70
H 2.40 -1.92 -0.54
H 3.86 -3.92 -0.68
H 4.29 -4.98 -2.87
H 3.29 -4.04 -4.93
H 1.85 -2.01 -4.78
F -2.47 -6.84 2.19
C -1.78 -5.73 1.89
C -0.77 -5.75 0.95
F -0.46 -6.91 0.34
C -0.08 -4.60 0.63
F 0.88 -4.68 -0.31
C -0.34 -3.34 1.22
O 0.34 -2.29 0.94
C -1.39 -3.38 2.18
F -1.72 -2.25 2.81
C -2.09 -4.53 2.50
F -3.08 -4.48 3.40
C -3.04 -0.06 -1.53
C -2.80 -0.87 -0.29
C -3.71 -2.01 0.05
O -1.74 -0.64 0.45
H -3.09 -0.71 -2.42
H -2.23 0.65 -1.67
H -4.00 0.48 -1.48
H -4.70 -1.87 -0.39
H -3.81 -2.10 1.13
H -3.31 -2.97 -0.32

=====

C29H30FInN4O9S3 as an isolated structure, computed with the ωB97M-V functional and the def2-TZVPD basis.

Values from the calculation:
strongest force on any atom = 0.177 eV Å⁻¹
ΔE to the lowest compared entry with this formula, charge and spin = 5.4 kcal/mol
HOMO = -8.6533 eV
2S+1 = 1
orbital gap = 0.32137 Eh

Element x y z (Å)
In 0.35 0.30 -0.07
C 4.03 3.46 5.27
C 2.77 2.84 4.73
C 2.23 3.28 3.52
C 1.08 2.71 3.00
C 0.46 1.68 3.69
C 0.97 1.24 4.90
C 2.13 1.82 5.41
S -0.91 0.84 2.95
O -1.60 0.13 4.00
O -1.63 1.84 2.19
N -0.26 -0.17 1.92
C -0.09 -1.56 2.32
C 0.45 -2.42 1.17
O 0.45 -3.63 1.28
O 0.93 -1.79 0.14
H 4.18 4.46 4.88
H 4.91 2.86 5.00
H 4.00 3.51 6.36
H 2.71 4.09 2.98
H 0.66 3.06 2.06
H 0.46 0.45 5.44
H 2.52 1.48 6.36
H -1.02 -2.01 2.66
H 0.63 -1.68 3.15
N 0.62 -0.06 -2.21
S 0.70 -1.58 -2.73
C 0.83 -1.45 -4.51
C 1.25 -0.25 -5.08
C 1.41 -0.19 -6.46
C 1.17 -1.30 -7.24
C 0.77 -2.50 -6.66
C 0.60 -2.58 -5.28
C -0.90 -2.35 -2.58
C -2.01 -1.87 -3.27
C -3.25 -2.40 -2.99
C -3.38 -3.40 -2.03
C -2.27 -3.87 -1.35
C -1.01 -3.34 -1.62
H -0.07 0.47 -2.74
H 1.44 0.61 -4.45
H 1.72 0.74 -6.91
H 1.29 -1.25 -8.32
H 0.59 -3.37 -7.27
H 0.28 -3.50 -4.82
H -1.89 -1.08 -4.01
H -4.12 -2.03 -3.52
H -4.36 -3.80 -1.81
H -2.37 -4.64 -0.60
H -0.15 -3.68 -1.07
C 3.31 -0.40 2.35
S 3.72 0.41 0.81
C 4.09 -1.05 -0.16
O 2.43 0.97 0.24
H 4.24 -0.78 2.77
H 2.61 -1.20 2.16
H 2.88 0.35 3.01
H 4.95 -1.56 0.28
H 4.32 -0.71 -1.16
H 3.20 -1.70 -0.16
F -5.78 2.33 2.12
C -4.84 1.71 1.41
C -4.08 2.37 0.54
N -3.12 1.73 -0.22
C -2.27 2.50 -1.13
C -1.04 3.09 -0.42
O -1.11 4.23 -0.02
O 0.01 2.34 -0.35
C -2.83 0.42 -0.02
O -1.90 -0.16 -0.60
N -3.65 -0.25 0.84
C -4.69 0.27 1.62
O -5.34 -0.43 2.35
H -4.17 3.44 0.40
H -2.87 3.33 -1.51
H -1.99 1.84 -1.95
H -3.42 -1.22 1.00

=====

A 2-piece molecular cluster, C29H30N overall in a non-equilibrium geometry, computed with the ωB97M-V functional and the def2-TZVPD basis.

Values from the calculation:
strongest force on any atom = 1.701 eV Å⁻¹
charge = +1
ΔE to the lowest compared entry with this formula, charge and spin = 32.3 kcal/mol
HOMO = -9.4614 eV
2S+1 = 1
orbital gap = 0.13259 Eh

Element x y z (Å)
C -3.38 -0.28 1.26
C -2.64 0.84 1.98
C -1.20 0.97 1.48
N -0.47 -0.30 1.48
C 0.89 -0.26 1.47
C 1.70 0.85 1.43
C 3.14 0.51 1.32
C 3.18 -1.02 1.56
C 1.73 -1.54 1.47
C -1.18 -1.45 0.93
C -2.61 -1.58 1.44
H -4.39 -0.38 1.66
H -3.46 -0.04 0.19
H -3.14 1.80 1.82
H -2.63 0.64 3.06
H -1.23 1.38 0.45
H -0.68 1.70 2.11
H 1.35 1.87 1.38
H 3.55 0.72 0.32
H 3.77 1.05 2.03
H 3.83 -1.52 0.84
H 3.58 -1.22 2.57
H 1.49 -2.22 2.30
H 1.61 -2.12 0.54
H -1.22 -1.38 -0.17
H -0.63 -2.37 1.18
H -2.60 -1.85 2.51
H -3.10 -2.39 0.90
C 2.23 2.35 5.19
C 3.65 2.11 5.01
C 4.18 0.82 4.81
C 5.56 0.62 4.80
C 6.43 1.70 4.98
C 5.92 2.99 5.16
C 4.55 3.20 5.15
C 1.58 3.61 4.93
C 0.32 3.62 5.61
C -0.47 4.76 5.61
C -0.06 5.87 4.85
C 1.15 5.83 4.12
C 1.98 4.71 4.17
C 0.15 2.31 6.25
C 1.31 1.52 5.94
C 1.42 0.23 6.45
C 0.38 -0.28 7.24
C -0.73 0.51 7.56
C -0.85 1.82 7.07
H 3.49 -0.02 4.67
H 5.95 -0.39 4.66
H 7.51 1.54 4.98
H 6.59 3.85 5.30
H 4.15 4.20 5.32
H -1.40 4.76 6.19
H -0.67 6.77 4.82
H 1.44 6.69 3.52
H 2.92 4.67 3.62
H 2.31 -0.37 6.23
H 0.45 -1.31 7.61
H -1.52 0.10 8.20
H -1.69 2.46 7.32

=====

C29H30NOPSn as an isolated structure, computed with the ωB97M-V functional and the def2-TZVPD basis.

Values from the calculation:
strongest force on any atom = 0.585 eV Å⁻¹
charge = +2
HOMO = -14.6569 eV
2S+1 = 1
orbital gap = 0.29509 Eh

Element x y z (Å)
Sn -0.25 -0.46 -0.44
C -3.14 2.84 -3.19
C -2.33 1.54 -3.02
C -2.79 0.48 -4.02
C -2.43 1.10 -1.58
C -3.37 0.17 -1.12
C -3.46 -0.16 0.23
C -2.62 0.42 1.19
C -2.77 0.11 2.65
C -1.69 1.37 0.74
C -1.61 1.71 -0.62
H -3.07 3.19 -4.22
H -2.77 3.62 -2.53
H -4.19 2.66 -2.97
H -1.28 1.77 -3.23
H -3.88 0.34 -3.99
H -2.32 -0.49 -3.83
H -2.53 0.79 -5.03
H -4.05 -0.30 -1.82
H -4.21 -0.87 0.55
H -1.81 0.11 3.16
H -3.25 -0.86 2.80
H -3.40 0.86 3.12
H -1.09 1.91 1.46
H -0.95 2.51 -0.94
O 0.35 -1.28 2.24
N 0.99 -0.23 1.59
C 1.82 0.47 2.24
C 2.55 1.64 1.73
C 3.23 2.36 2.71
C 3.89 3.55 2.40
C 3.90 3.99 1.10
C 3.26 3.26 0.10
C 2.57 2.10 0.40
P 1.85 1.14 -0.99
C 1.55 2.28 -2.36
C 1.69 1.79 -3.66
C 1.31 2.58 -4.74
C 0.79 3.85 -4.52
C 0.62 4.33 -3.23
C 1.00 3.55 -2.15
C 3.22 0.07 -1.47
C 3.15 -1.30 -1.20
C 4.21 -2.13 -1.52
C 5.34 -1.60 -2.12
C 5.42 -0.24 -2.39
C 4.37 0.60 -2.07
H 0.62 -1.32 3.17
H 2.01 0.22 3.29
H 3.24 2.00 3.73
H 4.38 4.10 3.19
H 4.41 4.91 0.84
H 3.32 3.61 -0.92
H 2.09 0.80 -3.83
H 1.42 2.20 -5.75
H 0.50 4.46 -5.37
H 0.19 5.30 -3.07
H 0.88 3.93 -1.14
H 2.27 -1.71 -0.72
H 4.15 -3.19 -1.31
H 6.16 -2.25 -2.39
H 6.31 0.17 -2.85
H 4.43 1.66 -2.29

=====

A 3-piece molecular cluster, C29H31F5N4O7 overall, computed with the ωB97M-V functional and the def2-TZVPD basis.

Values from the calculation:
strongest force on any atom = 0.679 eV Å⁻¹
structure (SMILES) = CC(=O)OC(=O)C[C@@](C#N)(CCCC(F)(F)C(F)(F)F)[C@@H](C#N)CC(C)C.O=[N+]([O-])c1ccccc1.O=[N+]([O-])c1ccccc1
HOMO = -10.0742 eV
2S+1 = 1
orbital gap = 0.34571 Eh

Element x y z (Å)
C 4.08 -0.18 0.70
C 2.91 -0.52 1.57
O 2.47 0.16 2.44
O 2.37 -1.79 1.31
C 1.54 -2.00 0.24
O 1.47 -3.10 -0.22
C 0.83 -0.78 -0.31
C -0.63 -1.03 -0.79
C -0.62 -1.72 -2.10
N -0.59 -2.23 -3.12
C -1.42 -1.87 0.24
C -2.91 -2.08 -0.09
C -3.88 -1.49 0.96
C -4.95 -0.59 0.37
F -4.45 0.23 -0.60
F -5.93 -1.32 -0.21
C -5.63 0.33 1.39
F -6.24 -0.41 2.32
F -4.75 1.10 2.00
F -6.54 1.10 0.82
C -1.32 0.36 -1.02
C -1.49 1.01 0.30
N -1.67 1.47 1.33
C -0.62 1.24 -2.10
C -0.39 2.72 -1.81
C -1.70 3.49 -1.51
C 0.71 2.97 -0.76
H 4.77 0.45 1.28
H 4.60 -1.07 0.34
H 3.73 0.40 -0.16
H 0.82 0.02 0.43
H 1.44 -0.44 -1.16
H -1.32 -1.38 1.21
H -0.95 -2.85 0.32
H -3.17 -1.71 -1.09
H -3.09 -3.16 -0.14
H -4.42 -2.29 1.46
H -3.35 -0.92 1.73
H -2.33 0.14 -1.37
H -1.25 1.16 -3.00
H 0.33 0.78 -2.38
H 0.00 3.13 -2.75
H -1.70 4.46 -2.00
H -1.83 3.66 -0.43
H -2.59 2.93 -1.84
H 0.72 2.21 0.03
H 1.69 2.95 -1.24
H 0.58 3.95 -0.30
C 3.32 8.05 2.25
C 2.15 8.16 1.51
C 1.98 7.41 0.36
C 3.00 6.56 -0.03
C 4.17 6.43 0.69
C 4.33 7.19 1.84
N 2.82 5.75 -1.25
O 1.78 5.89 -1.88
O 3.70 4.98 -1.55
H 3.45 8.63 3.15
H 1.36 8.83 1.84
H 1.07 7.48 -0.23
H 4.94 5.75 0.35
H 5.24 7.10 2.41
C 1.70 -8.62 0.57
C 0.56 -9.22 0.06
C -0.51 -8.45 -0.34
C -0.42 -7.07 -0.22
C 0.71 -6.45 0.28
C 1.78 -7.23 0.68
N -1.56 -6.24 -0.65
O -2.52 -6.81 -1.13
O -1.47 -5.04 -0.51
H 2.54 -9.23 0.89
H 0.51 -10.30 -0.02
H -1.41 -8.89 -0.74
H 0.76 -5.37 0.34
H 2.67 -6.76 1.07

=====

An isolated molecule of C29H31N3O3 in a non-equilibrium geometry, computed with the ωB97M-V functional and the def2-TZVPD basis.

Values from the calculation:
strongest force on any atom = 3.765 eV Å⁻¹
ΔE to the lowest compared entry with this formula, charge and spin = 206.0 kcal/mol
HOMO = -6.1883 eV
2S+1 = 1
orbital gap = 0.14910 Eh

Element x y z (Å)
C 2.62 -6.34 1.13
C 3.11 -6.34 -0.32
C 2.58 -5.05 -0.97
N 2.02 -4.28 0.11
C 1.44 -3.06 -0.05
C 1.36 -2.46 -1.33
C 0.64 -1.28 -1.50
C -0.12 -0.77 -0.45
C -1.03 0.43 -0.62
C -0.37 1.69 -0.07
C 1.03 1.86 -0.07
C 1.62 2.95 0.56
C 0.80 3.92 1.20
N 1.33 4.91 1.97
C 0.50 5.74 2.81
C 1.46 6.60 3.63
C 2.85 6.40 3.02
C 2.75 5.16 2.11
C -0.61 3.83 1.04
C -1.18 2.71 0.44
C 0.07 -1.28 0.85
C 0.86 -2.38 1.06
C 2.03 -4.95 1.40
H 1.83 -7.09 1.27
H 3.42 -6.55 1.84
H 4.21 -6.33 -0.35
H 2.76 -7.22 -0.86
H 3.38 -4.50 -1.48
H 1.82 -5.30 -1.74
H 1.84 -2.92 -2.20
H 0.67 -0.77 -2.46
H -1.93 0.21 -0.03
H 1.66 1.10 -0.54
H 2.70 3.05 0.59
H -0.17 6.36 2.20
H -0.14 5.13 3.47
H 1.15 7.64 3.61
H 1.46 6.26 4.67
H 3.13 7.26 2.40
H 3.62 6.26 3.78
H 3.27 4.30 2.58
H 3.23 5.32 1.13
H -1.26 4.62 1.40
H -2.26 2.62 0.39
H -0.41 -0.78 1.70
H 1.02 -2.78 2.06
H 1.02 -5.02 1.83
H 2.65 -4.39 2.12
C -1.49 0.71 -2.02
C -1.79 -0.54 -2.87
O -1.13 -0.83 -3.87
C -3.01 -1.22 -2.44
C -4.11 -0.28 -2.57
C -5.47 -0.86 -2.38
C -5.61 -2.20 -2.18
C -4.49 -3.08 -2.15
C -3.19 -2.59 -2.31
N -2.76 1.54 -2.01
O -2.77 2.75 -1.89
O -3.88 0.81 -1.61
H -0.75 1.31 -2.58
H -4.09 0.16 -3.59
H -6.29 -0.14 -2.48
H -6.61 -2.64 -2.09
H -4.66 -4.15 -2.01
H -2.32 -3.24 -2.30

=====

Values for calculated total energy, eV, ordered as above
-106248.594; -95347.133; -32043.144; -49202.877; -64451.455; -41181.687